(1)
ORCA calculation (ωB97M-V with the def2-TZVPD basis set) on C4H7NO as an isolated structure at a distorted geometry.

```
13
Properties=species:S:1:pos:R:3:mulliken_charge:R:1
N 1.096 0.925 0.632 -0.579
C 1.145 -0.224 -0.144 0.589
C 0.116 -1.172 0.454 -0.509
C -1.068 -0.422 -0.157 -0.572
C -0.441 1.041 -0.118 -0.462
O 1.528 -0.242 -1.293 -0.606
H 1.860 1.537 0.294 0.296
H 0.290 -2.186 0.127 0.343
H 0.068 -1.070 1.542 0.278
H -2.016 -0.506 0.394 0.308
H -1.265 -0.805 -1.173 0.253
H -0.921 1.685 0.586 0.377
H -0.392 1.439 -1.143 0.284
```

Output
- Gap between HOMO and LUMO: 10.680 eV
- Net charge: 0
- Highest occupied orbital energy: -9.620 eV
- LUMO: 1.1 eV
- Energy relative to the best compared isomer or geometry (same formula, charge and spin): 56.0 kcal per mole

---

(2)
ORCA calculation (ωB97M-V with the def2-TZVPD basis set) on a 2-piece molecular cluster, C4H7NO overall.

```
13
Properties=species:S:1:pos:R:3:mulliken_charge:R:1
C -0.122 -0.919 -1.796 -0.979
C -0.643 0.337 -1.162 0.137
C -0.471 0.750 2.021 -0.458
N 0.629 0.232 1.649 0.010
C 1.597 -0.324 1.139 -0.318
O -0.059 1.395 -1.138 -0.485
H -0.745 -1.175 -2.662 0.369
H 0.916 -0.783 -2.106 0.294
H -0.190 -1.745 -1.080 0.273
H -1.641 0.241 -0.679 0.376
H -0.873 1.583 1.452 0.328
H -0.974 0.366 2.901 0.258
H 2.576 0.046 1.461 0.195
```

Output
- Gap between HOMO and LUMO: 9.408 eV
- Net charge: 0
- Highest occupied orbital energy: -8.360 eV
- LUMO: 1.0 eV
- Energy relative to the best compared isomer or geometry (same formula, charge and spin): 87.4 kcal per mole

---

(3)
ORCA calculation (ωB97M-V with the def2-TZVPD basis set) on a 2-piece molecular cluster, C4H7NO overall at a distorted geometry.

```
13
Properties=species:S:1:pos:R:3:mulliken_charge:R:1
O -1.733 -1.362 1.150 -0.608
C 0.382 -0.404 -1.018 -0.555
C -0.231 0.954 -0.945 -0.538
C 0.600 0.450 0.211 0.086
C 1.904 1.024 0.448 0.025
N 2.951 1.480 0.641 -0.430
H -2.575 -1.297 1.614 0.285
H -0.272 -1.260 -0.886 0.199
H 1.229 -0.548 -1.680 0.292
H -1.299 1.024 -0.765 0.211
H 0.192 1.745 -1.557 0.299
H -1.203 -1.965 1.685 0.314
H 0.055 0.160 1.103 0.421
```

Output
- Gap between HOMO and LUMO: 10.849 eV
- Net charge: 0
- Highest occupied orbital energy: -10.460 eV
- LUMO: 0.4 eV
- Energy relative to the best compared isomer or geometry (same formula, charge and spin): 39.2 kcal per mole

---

(4)
ORCA calculation (ωB97M-V with the def2-TZVPD basis set) on C4H7NO as an isolated structure at a distorted geometry.

```
13
Properties=species:S:1:pos:R:3:mulliken_charge:R:1
C -1.025 -1.055 -0.364 -1.167
C -0.192 0.709 -0.517 -0.212
O -1.097 1.694 -0.228 -0.469
C 0.949 0.646 0.475 -0.266
C 1.875 -0.441 0.166 0.124
N 2.584 -1.315 -0.090 -0.415
H -1.918 -1.179 -1.004 0.319
H -0.345 -1.906 -0.544 0.375
H -1.303 -0.976 0.672 0.357
H -0.371 0.009 -1.323 0.394
H -1.213 1.747 0.737 0.318
H 0.539 0.479 1.489 0.263
H 1.517 1.587 0.530 0.379
```

Output
- Gap between HOMO and LUMO: 9.331 eV
- Net charge: 0
- Highest occupied orbital energy: -8.761 eV
- LUMO: 0.6 eV
- Energy relative to the best compared isomer or geometry (same formula, charge and spin): 96.0 kcal per mole

---

(5)
ORCA calculation (ωB97M-V with the def2-TZVPD basis set) on one molecule with the formula C4H7NO.

```
13
Properties=species:S:1:pos:R:3:mulliken_charge:R:1
C -1.479 0.457 0.005 -1.446
C 0.001 0.107 0.005 1.124
C 0.611 -0.832 -0.981 -0.652
N 0.895 0.575 -1.090 -0.654
C 0.634 0.008 1.357 -0.145
O 1.834 -0.025 1.520 -0.510
H -1.680 1.400 0.522 0.323
H -1.851 0.566 -1.013 0.398
H -2.105 -0.305 0.492 0.326
H 1.442 -1.403 -0.543 0.295
H -0.062 -1.192 -1.768 0.260
H 1.825 0.746 -0.694 0.318
H -0.050 -0.048 2.232 0.365
```

Output
- Gap between HOMO and LUMO: 10.852 eV
- Net charge: 0
- Highest occupied orbital energy: -9.930 eV
- LUMO: 0.9 eV
- Energy relative to the best compared isomer or geometry (same formula, charge and spin): 44.6 kcal per mole

---

(6)
ORCA calculation (ωB97M-V with the def2-TZVPD basis set) on one molecule with the formula C4H7NO at a distorted geometry.

```
13
Properties=species:S:1:pos:R:3:mulliken_charge:R:1
C 0.090 -1.370 -0.088 -1.061
C 0.302 1.100 0.086 -0.081
C 1.580 1.131 0.499 -0.748
C -1.715 0.081 -0.501 0.211
H 1.044 -1.548 -0.674 0.327
H 0.271 -1.688 0.924 0.363
H -0.577 -2.166 -0.550 0.340
H -0.308 1.944 0.103 0.385
H 2.050 2.089 0.909 0.224
H 2.299 0.287 0.691 0.250
H -2.244 -0.901 -0.709 0.262
N -0.410 -0.061 -0.310 0.100
O -2.382 1.102 -0.381 -0.571
```

Output
- Gap between HOMO and LUMO: 9.992 eV
- Net charge: 0
- Highest occupied orbital energy: -9.136 eV
- LUMO: 0.9 eV
- Energy relative to the best compared isomer or geometry (same formula, charge and spin): 36.7 kcal per mole

---

(7)
ORCA calculation (ωB97M-V with the def2-TZVPD basis set) on C4H7NO as an isolated structure.

```
13
Properties=species:S:1:pos:R:3:mulliken_charge:R:1
C -1.825 -0.095 0.004 -1.145
C -0.315 -0.252 0.232 0.185
N 0.816 -0.889 -0.598 -0.597
C 1.748 0.166 -0.093 -0.454
C 0.490 0.991 -0.099 0.549
O 0.171 1.999 -0.666 -0.550
H -2.425 -1.012 0.057 0.341
H -2.073 0.464 -0.906 0.296
H -2.158 0.544 0.845 0.290
H -0.163 -0.592 1.267 0.257
H 1.074 -1.814 -0.259 0.262
H 2.565 0.510 -0.719 0.316
H 2.095 -0.021 0.934 0.252
```

Output
- Gap between HOMO and LUMO: 10.399 eV
- Net charge: 0
- Highest occupied orbital energy: -9.665 eV
- LUMO: 0.7 eV
- Energy relative to the best compared isomer or geometry (same formula, charge and spin): 53.5 kcal per mole

---

(8)
ORCA calculation (ωB97M-V with the def2-TZVPD basis set) on C4H7NO as an isolated structure at a distorted geometry.

```
13
Properties=species:S:1:pos:R:3:mulliken_charge:R:1
C -1.419 0.901 0.492 -1.018
C -0.681 0.016 -0.468 0.351
N -1.307 -0.805 -1.213 -0.658
H -0.698 -1.254 -1.896 0.284
H 0.455 -0.733 0.305 0.362
H -0.794 1.753 0.766 0.296
H -1.638 0.352 1.408 0.275
H -2.345 1.275 0.058 0.347
O 1.956 0.722 -0.862 -0.528
C 2.204 -0.160 -0.067 0.456
C 1.759 -0.980 0.784 -0.880
H 0.386 0.512 -0.882 0.405
H 2.121 -1.600 1.575 0.309
```

Output
- Gap between HOMO and LUMO: 9.467 eV
- Net charge: 0
- Highest occupied orbital energy: -9.560 eV
- LUMO: -0.1 eV
- Energy relative to the best compared isomer or geometry (same formula, charge and spin): 119.0 kcal per mole

---

(9)
ORCA calculation (ωB97M-V with the def2-TZVPD basis set) on one molecule with the formula C4H7NO.

```
13
Properties=species:S:1:pos:R:3:mulliken_charge:R:1
O -2.713 -0.695 1.357 -0.458
C -1.537 -0.599 1.104 -0.040
C -0.987 0.310 0.028 -0.243
N 0.398 0.673 0.250 -0.320
C 1.175 0.692 -0.971 -0.507
C 1.389 -0.373 0.041 -0.236
H -0.783 -1.215 1.638 0.328
H -1.596 1.219 -0.014 0.331
H -1.113 -0.202 -0.950 0.188
H 1.861 1.521 -1.115 0.245
H 0.620 0.392 -1.864 0.212
H 1.057 -1.375 -0.236 0.267
H 2.230 -0.348 0.732 0.232
```

Output
- Gap between HOMO and LUMO: 10.767 eV
- Net charge: 0
- Highest occupied orbital energy: -9.731 eV
- LUMO: 1.0 eV
- Energy relative to the best compared isomer or geometry (same formula, charge and spin): 56.9 kcal per mole

---

(10)
ORCA calculation (ωB97M-V with the def2-TZVPD basis set) on a 2-piece molecular cluster, C4H7NO overall at a distorted geometry.

```
13
Properties=species:S:1:pos:R:3:mulliken_charge:R:1
C 1.183 0.676 -1.051 -0.262
C -1.627 0.634 0.490 0.084
C -2.045 0.384 -0.940 -0.919
C 2.282 -0.807 0.709 -0.675
N 1.681 -0.010 -0.259 0.079
O -0.645 1.165 0.884 -0.427
H -2.213 0.227 1.321 0.404
H -1.737 -0.709 -1.146 0.255
H -1.322 0.803 -1.707 0.248
H -3.017 0.699 -0.982 0.371
H 3.029 -1.441 0.025 0.275
H 1.609 -1.408 1.337 0.250
H 2.823 -0.213 1.320 0.316
```

Output
- Gap between HOMO and LUMO: 10.313 eV
- Net charge: 0
- Highest occupied orbital energy: -9.433 eV
- LUMO: 0.9 eV
- Energy relative to the best compared isomer or geometry (same formula, charge and spin): 80.1 kcal per mole

---

(11)
ORCA calculation (ωB97M-V with the def2-TZVPD basis set) on one molecule with the formula C4H7NO at a distorted geometry.

```
13
Properties=species:S:1:pos:R:3:mulliken_charge:R:1
C 1.336 -1.282 0.573 -0.751
C 0.539 -0.530 -0.313 0.593
C -1.519 0.540 0.188 -0.340
C -0.654 1.428 -0.393 -0.310
H 1.381 -1.298 1.795 0.266
H 2.388 -0.730 0.142 0.222
H 1.477 -2.392 0.237 0.266
H -2.244 0.894 1.022 0.225
H -1.952 -0.157 -0.666 0.236
H -0.297 1.545 -1.495 0.218
H -0.724 2.301 0.085 0.294
N -0.128 0.417 0.357 -0.324
O 0.397 -0.736 -1.532 -0.596
```

Output
- Gap between HOMO and LUMO: 10.652 eV
- Net charge: 0
- Highest occupied orbital energy: -9.658 eV
- LUMO: 1.0 eV
- Energy relative to the best compared isomer or geometry (same formula, charge and spin): 102.6 kcal per mole

---

(12)
ORCA calculation (ωB97M-V with the def2-TZVPD basis set) on one molecule with the formula C4H7NO at a distorted geometry.

```
13
Properties=species:S:1:pos:R:3:mulliken_charge:R:1
C -1.052 -0.473 1.145 -1.205
C -0.346 -0.563 -0.210 0.520
N -0.907 0.354 -1.151 -0.495
C 1.121 -0.184 -0.230 -0.680
C 1.302 1.148 -0.365 -0.018
O 0.337 1.878 -0.837 -0.427
H -1.044 0.569 1.476 0.273
H -0.547 -1.087 1.898 0.334
H -2.098 -0.798 1.072 0.301
H -0.370 -1.602 -0.591 0.333
H -0.520 0.055 -2.059 0.310
H 1.909 -0.911 -0.181 0.391
H 2.214 1.613 0.033 0.364
```

Output
- Gap between HOMO and LUMO: 7.633 eV
- Net charge: 0
- Highest occupied orbital energy: -8.451 eV
- LUMO: -0.8 eV
- Energy relative to the best compared isomer or geometry (same formula, charge and spin): 106.0 kcal per mole

---

(13)
ORCA calculation (ωB97M-V with the def2-TZVPD basis set) on a 2-piece molecular cluster, C4H7NO overall at a distorted geometry.

```
13
Properties=species:S:1:pos:R:3:mulliken_spin:R:1
C -2.886 -0.429 0.065 0.029
C 0.964 -0.085 -0.044 0.180
C 0.271 1.057 -0.546 1.587
C 2.451 0.099 0.223 0.020
N -2.156 0.448 0.618 0.029
O 0.584 0.166 -1.370 0.163
H -3.501 -1.001 0.732 0.004
H -2.746 -0.795 -0.949 0.003
H 0.505 -0.953 0.453 0.007
H -1.927 1.028 -0.032 -0.033
H 2.668 1.159 -0.181 -0.014
H 2.975 -0.680 -0.304 0.019
H 2.799 -0.014 1.335 0.006
```

Output
- Gap between HOMO and LUMO (alpha / beta): 7.886 / 8.138 eV
- Spin multiplicity: 3
- Net charge: 0
- ⟨S²⟩: 2.005
- Highest occupied orbital energy (alpha / beta): -6.791 / -9.929 eV
- LUMO (alpha / beta): 1.1 / -1.8 eV
- Energy relative to the best compared isomer or geometry (same formula, charge and spin): 74.0 kcal per mole

---

(14)
ORCA calculation (ωB97M-V with the def2-TZVPD basis set) on C4H7NO2 as an isolated structure at a distorted geometry.

```
14
Properties=species:S:1:pos:R:3:mulliken_charge:R:1
C 0.766 -1.623 0.200 -1.107
C 0.278 -0.570 -0.763 0.789
O -1.034 -1.171 -1.405 -0.550
O 0.977 0.109 -1.485 -0.533
H -1.192 -0.665 -2.217 0.318
H 0.913 -2.546 -0.358 0.314
H 1.693 -1.299 0.671 0.326
H 0.009 -1.793 0.964 0.356
C -0.091 1.929 0.859 -1.056
C -0.776 0.734 0.353 0.610
N -1.859 0.241 0.257 -0.383
H 0.653 2.217 0.114 0.311
H -0.786 2.748 1.034 0.327
H 0.448 1.689 1.777 0.278
```

Output
- Gap between HOMO and LUMO: 9.380 eV
- Net charge: 0
- Highest occupied orbital energy: -9.990 eV
- LUMO: -0.6 eV
- Energy relative to the best compared isomer or geometry (same formula, charge and spin): 76.6 kcal per mole

---

(15)
ORCA calculation (ωB97M-V with the def2-TZVPD basis set) on a 3-piece molecular cluster, C4H7NO2 overall at a distorted geometry.

```
14
Properties=species:S:1:pos:R:3:mulliken_charge:R:1
C -2.478 -0.235 -0.325 -0.752
C -1.529 0.759 -0.820 0.438
N -0.779 1.546 -1.214 -0.452
O 0.098 -0.840 1.334 -0.431
C 1.220 -1.280 1.235 -0.151
C 2.016 1.138 -0.495 -0.099
O 2.746 0.189 -0.318 -0.454
H -2.093 -0.650 0.609 0.263
H -3.454 0.229 -0.162 0.305
H -2.583 -1.039 -1.057 0.248
H 1.283 1.462 0.263 0.255
H 2.012 -1.023 1.958 0.279
H 1.513 -1.973 0.427 0.261
H 2.029 1.717 -1.434 0.290
```

Output
- Gap between HOMO and LUMO: 10.936 eV
- Net charge: 0
- Highest occupied orbital energy: -10.076 eV
- LUMO: 0.9 eV
- Energy relative to the best compared isomer or geometry (same formula, charge and spin): 60.8 kcal per mole

---

(16)
ORCA calculation (ωB97M-V with the def2-TZVPD basis set) on one molecule with the formula C4H7NO2.

```
14
Properties=species:S:1:pos:R:3:mulliken_charge:R:1
C 0.427 -0.761 -0.589 -0.258
C -0.678 -0.688 0.407 0.218
C -1.048 0.583 1.123 -1.268
N -0.955 -0.907 -0.991 -0.650
C 1.223 0.440 -1.031 0.521
O 2.271 0.742 -0.238 -0.471
O 0.993 1.071 -2.022 -0.537
H 2.330 0.167 0.534 0.346
H -1.303 -0.086 -1.481 0.309
H 1.007 -1.680 -0.634 0.396
H -0.835 -1.586 1.002 0.411
H -0.848 1.453 0.500 0.337
H -2.106 0.572 1.373 0.349
H -0.479 0.680 2.047 0.296
```

Output
- Gap between HOMO and LUMO: 10.368 eV
- Net charge: 0
- Highest occupied orbital energy: -9.814 eV
- LUMO: 0.6 eV
- Energy relative to the best compared isomer or geometry (same formula, charge and spin): 33.1 kcal per mole

---

(17)
ORCA calculation (ωB97M-V with the def2-TZVPD basis set) on one molecule with the formula C4H7NO2.

```
14
Properties=species:S:1:pos:R:3:mulliken_charge:R:1
O 1.948 1.617 -0.099 -0.394
N 1.813 0.262 -0.413 -0.585
C 0.598 -0.083 -0.327 0.193
C -0.047 -1.438 -0.479 -0.299
C -1.358 -0.799 0.073 -0.664
C -0.691 0.602 0.102 0.289
O -0.692 1.235 1.359 -0.537
H 2.905 1.740 -0.128 0.370
H 0.423 -2.232 0.111 0.273
H -0.159 -1.777 -1.512 0.219
H -1.632 -1.131 1.079 0.270
H -2.186 -0.850 -0.610 0.271
H -1.114 1.264 -0.669 0.224
H 0.192 1.589 1.515 0.371
```

Output
- Gap between HOMO and LUMO: 10.743 eV
- Net charge: 0
- Highest occupied orbital energy: -9.899 eV
- LUMO: 0.8 eV
- Energy relative to the best compared isomer or geometry (same formula, charge and spin): 75.9 kcal per mole

---

(18)
ORCA calculation (ωB97M-V with the def2-TZVPD basis set) on one molecule with the formula C4H7NO2.

```
14
Properties=species:S:1:pos:R:3:mulliken_charge:R:1
C 0.980 1.098 0.694 -1.086
C 0.430 -0.163 0.075 0.395
N 0.659 -1.379 0.402 -0.528
O 1.564 -1.492 1.445 -0.384
C -0.492 0.019 -1.088 0.248
C -1.931 -0.124 -0.930 -0.459
O -1.324 1.160 -1.005 -0.429
H 2.070 1.064 0.719 0.368
H 0.664 2.010 0.159 0.322
H 0.641 1.180 1.730 0.289
H 1.614 -2.446 1.598 0.373
H -0.065 -0.134 -2.074 0.347
H -2.530 -0.419 -1.791 0.285
H -2.279 -0.374 0.065 0.260
```

Output
- Gap between HOMO and LUMO: 10.653 eV
- Net charge: 0
- Highest occupied orbital energy: -9.671 eV
- LUMO: 1.0 eV
- Energy relative to the best compared isomer or geometry (same formula, charge and spin): 84.1 kcal per mole